C8H17N2 | the ωB97M-V functional and the def2-TZVPD basis

Properties
Gap between HOMO and LUMO (alpha / beta), eV: 7.51 / 6.49
Total charge: +1
Relative energy (zero: lowest compared OMol25 entry of this formula, charge and spin), eV: 1.954
Multiplicity: 3

Each line ends with the Löwdin charge.
Geometry (Å):
C -0.523 -2.344 0.495  0.051
C -0.109 -1.242 0.140  0.129
C -0.533 -3.778 0.663  -0.066
C -1.033 1.491 1.694  -0.038
C -0.801 2.415 -0.677  -0.035
C -2.372 0.515 -0.324  -0.031
C 0.042 0.134 -0.025  -0.312
C -1.043 1.141 0.219  -0.529
N 1.183 0.534 -0.494  0.208
N 3.982 -0.528 -1.082  0.020
H -1.212 -4.127 1.498  0.108
H -1.277 -4.167 -0.154  0.143
H 0.507 -4.288 0.746  0.138
H -0.949 0.499 2.222  0.107
H -1.880 2.156 2.094  0.125
H -0.261 2.117 2.038  0.061
H -1.850 2.860 -0.852  0.131
H -0.331 2.307 -1.582  0.052
H -0.181 3.082 -0.219  0.044
H -3.259 0.983 0.193  0.105
H -2.236 -0.633 -0.278  0.080
H -2.508 0.728 -1.471  0.122
H 2.094 -0.065 -0.734  0.135
H 1.471 1.511 -0.468  0.135
H 4.079 -0.603 -2.111  0.061
H 4.337 0.397 -0.896  0.030
H 4.667 -1.093 -0.632  0.025

=====

C2H6ClISi | the ωB97M-V functional and the def2-TZVPD basis

Properties
Gap between HOMO and LUMO (alpha / beta), eV: 4.76 / 6.25
Relative energy (zero: lowest compared OMol25 entry of this formula, charge and spin), eV: 0.622
Multiplicity: 3

Each line ends with the Löwdin charge.
Geometry (Å):
C -0.155 -0.103 -1.585  -0.289
C -0.155 -0.103 1.585  -0.289
Si -1.007 -0.696 0.000  -0.379
Cl -1.193 -2.714 0.000  0.249
I -3.274 0.323 0.000  0.596
H -0.698 -0.429 -2.468  0.018
H -0.097 0.981 -1.616  0.018
H 0.857 -0.493 -1.658  0.019
H -0.698 -0.429 2.468  0.018
H 0.857 -0.493 1.658  0.019
H -0.097 0.981 1.616  0.018

=====

C19H28N2O6PPdS2SiTe | the ωB97M-V functional and the def2-TZVPD basis

Properties
Gap between HOMO and LUMO (alpha / beta), eV: 7.80 / 5.02
Relative energy (zero: lowest compared OMol25 entry of this formula, charge and spin), eV: 1.162
Multiplicity: 2

Each line ends with the Löwdin charge.
Geometry (Å):
Pd -0.713 0.343 -0.138  0.641
O -0.688 -3.483 0.807  -0.283
S -1.532 -2.350 1.051  0.618
O -2.447 -1.965 -0.001  -0.329
N -0.637 -1.029 1.517  -0.233
C -0.938 -0.660 2.782  -0.866
S -0.285 0.648 3.565  0.660
C -1.955 -1.543 3.424  -0.260
C -2.474 -1.455 4.707  -0.028
C -3.427 -2.383 5.095  -0.060
C -3.850 -3.386 4.225  -0.064
C -3.327 -3.479 2.944  -0.027
C -2.389 -2.535 2.575  -0.232
H -2.130 -0.673 5.371  0.098
H -3.849 -2.333 6.090  0.106
H -4.594 -4.100 4.553  0.106
H -3.644 -4.254 2.258  0.123
O 1.264 -0.654 -1.011  -0.164
N 2.387 -0.398 -0.426  -0.194
C 3.528 -0.437 -1.152  -0.018
C 4.745 -0.153 -0.577  -0.043
C 4.815 0.175 0.769  -0.066
C 3.637 0.200 1.497  -0.038
C 2.434 -0.089 0.889  -0.021
H 3.381 -0.714 -2.184  0.127
H 5.632 -0.196 -1.194  0.113
H 5.764 0.398 1.237  0.108
H 3.623 0.439 2.551  0.119
H 1.480 -0.095 1.400  0.069
C -2.077 3.219 1.054  -0.207
Si -2.557 1.528 0.401  0.442
C -3.708 0.746 1.652  -0.195
C -3.459 1.658 -1.242  -0.202
H -2.971 3.843 1.139  0.036
H -1.363 3.737 0.412  0.004
H -1.638 3.120 2.050  0.013
H -4.613 1.359 1.711  0.038
H -3.266 0.716 2.650  0.015
H -3.996 -0.262 1.358  0.025
H -4.369 2.256 -1.133  0.032
H -3.745 0.665 -1.593  0.030
H -2.837 2.116 -2.016  -0.011
C 1.436 3.328 1.345  -0.083
C 2.244 3.514 0.084  -0.223
O 1.404 4.050 -0.988  -0.277
P 0.696 3.062 -1.978  0.064
O -0.097 1.981 -1.366  -0.410
Te -0.710 4.453 -3.364  0.704
O 1.897 2.497 -2.835  -0.264
C 1.689 1.291 -3.625  -0.264
C 2.949 1.035 -4.412  -0.069
H 2.095 3.019 2.158  0.080
H 0.673 2.557 1.222  0.024
H 0.951 4.262 1.630  0.088
H 2.695 2.577 -0.252  0.098
H 3.034 4.252 0.205  0.123
H 0.835 1.455 -4.288  0.110
H 1.452 0.476 -2.940  0.084
H 3.153 1.856 -5.099  0.082
H 2.838 0.119 -4.992  0.088
H 3.803 0.924 -3.744  0.064

=====

C3H7BrN2 | the ωB97M-V functional and the def2-TZVPD basis

Properties
Gap between HOMO and LUMO, eV: 9.38
Relative energy (zero: lowest compared OMol25 entry of this formula, charge and spin), eV: 2.272
Multiplicity: 1

Each line ends with the Löwdin charge.
Geometry (Å):
C -0.502 0.660 -0.519  -0.233
C -0.901 -0.818 -0.372  -0.317
C 0.238 0.950 0.785  -0.396
N 0.148 -1.468 0.336  0.032
N 1.234 -0.028 1.009  -0.458
Br 2.759 0.123 -0.076  0.612
H 0.327 0.694 -1.326  0.081
H -1.350 1.337 -0.991  0.144
H -1.774 -0.824 0.324  0.105
H -1.223 -1.235 -1.414  0.149
H 0.698 2.011 0.962  0.153
H -0.484 0.545 1.475  0.100
H 0.829 -1.947 -0.192  0.026

=====

C6H11NO | the ωB97M-V functional and the def2-TZVPD basis

Properties
Gap between HOMO and LUMO, eV: 8.27
Relative energy (zero: lowest compared OMol25 entry of this formula, charge and spin), eV: 7.304
Multiplicity: 1

Each line ends with the Löwdin charge.
Geometry (Å):
C 1.466 -0.016 1.462  -0.040
C -1.259 0.337 -1.611  -0.036
C 0.514 0.192 0.367  -0.116
C -0.357 -0.048 -0.517  -0.178
N 0.564 2.920 -0.117  -0.057
C -0.825 -1.537 0.363  -0.083
C -0.215 -2.686 0.110  -0.015
O 1.086 1.682 -0.585  -0.317
H 0.188 2.761 0.823  0.058
H -0.249 3.134 -0.700  0.047
H -1.824 -1.488 0.792  0.085
H 2.349 0.609 1.319  0.094
H 1.068 0.238 2.448  0.091
H 1.848 -1.033 1.576  0.083
H -2.296 0.374 -1.269  0.092
H -1.192 -0.385 -2.429  0.092
H -0.961 1.303 -2.022  0.077
H 0.792 -2.709 -0.297  0.068
H -0.698 -3.646 0.285  0.057

=====

C42H36AsIrN2OSSi | the ωB97M-V functional and the def2-TZVPD basis

Properties
Gap between HOMO and LUMO (alpha / beta), eV: 5.47 / 5.84
Total charge: -1
Relative energy (zero: lowest compared OMol25 entry of this formula, charge and spin), eV: 0.164
Multiplicity: 2

Each line ends with the Löwdin charge.
Geometry (Å):
Ir 0.173 0.044 0.274  0.949
C -1.606 -0.433 5.916  -0.187
Si -1.932 -2.007 4.959  0.495
C -3.662 -2.006 4.241  -0.186
C -1.800 -3.450 6.164  -0.199
C -0.664 -2.288 3.604  -0.250
C 0.138 -3.419 3.581  -0.099
C 1.065 -3.639 2.561  -0.084
C 1.159 -2.691 1.565  -0.137
N 0.400 -1.599 1.553  -0.163
C -0.499 -1.367 2.544  -0.743
S -1.323 0.134 2.315  0.600
H -2.338 -0.324 6.721  0.025
H -1.663 0.437 5.263  0.002
H -0.609 -0.454 6.363  0.032
H -4.411 -1.855 5.024  0.025
H -3.871 -2.957 3.746  0.029
H -3.761 -1.209 3.502  0.004
H -2.528 -3.319 6.969  0.025
H -0.809 -3.506 6.621  0.028
H -2.007 -4.409 5.683  0.026
H 0.054 -4.153 4.375  0.086
H 1.698 -4.515 2.547  0.090
H 1.856 -2.786 0.741  0.105
N 8.591 4.460 3.197  0.118
C 7.613 3.944 2.872  -0.214
C 6.399 3.302 2.465  -0.264
C 5.242 4.055 2.244  -0.044
C 4.076 3.434 1.851  -0.025
C 4.011 2.039 1.657  -0.254
C 5.190 1.302 1.895  -0.037
C 6.358 1.916 2.289  -0.050
C 2.816 1.413 1.246  -0.138
C 1.775 0.871 0.884  -0.259
H 5.267 5.127 2.387  0.111
H 3.177 4.015 1.691  0.091
H 5.158 0.229 1.759  0.109
H 7.251 1.330 2.464  0.109
O -1.026 -1.375 -1.041  -0.567
As -1.102 -1.048 -2.662  1.222
C -2.870 -1.351 -3.362  -0.281
C -3.852 -0.430 -3.006  -0.081
C -5.160 -0.620 -3.421  -0.078
C -5.487 -1.727 -4.194  -0.090
C -4.510 -2.646 -4.545  -0.087
C -3.199 -2.463 -4.125  -0.092
C -0.556 0.695 -3.244  -0.255
C -0.225 1.731 -2.349  -0.209
C 0.343 2.869 -2.947  -0.020
C 0.536 2.976 -4.312  -0.080
C 0.141 1.962 -5.176  -0.103
C -0.405 0.820 -4.623  -0.120
C 0.073 -2.351 -3.476  -0.277
C 0.887 -3.032 -2.578  -0.078
C 1.803 -3.963 -3.047  -0.072
C 1.904 -4.216 -4.407  -0.090
C 1.088 -3.540 -5.305  -0.088
C 0.175 -2.605 -4.841  -0.114
H -3.595 0.434 -2.403  0.109
H -5.923 0.093 -3.139  0.104
H -6.510 -1.875 -4.518  0.100
H -4.767 -3.512 -5.142  0.101
H -2.443 -3.194 -4.383  0.095
H -1.643 1.318 -0.871  0.066
H 0.612 3.706 -2.321  0.098
H 0.979 3.882 -4.708  0.101
H 0.255 2.059 -6.247  0.094
H -0.732 0.020 -5.278  0.083
H 0.793 -2.814 -1.521  0.079
H 2.441 -4.486 -2.346  0.104
H 2.621 -4.941 -4.771  0.100
H 1.165 -3.737 -6.366  0.100
H -0.458 -2.089 -5.552  0.092
C -0.593 1.653 -0.899  -0.350
C -0.576 2.962 -0.167  -0.266
C 0.590 3.700 0.064  -0.080
C 0.552 4.902 0.751  -0.097
C -0.645 5.399 1.252  -0.115
C -1.808 4.671 1.053  -0.103
C -1.768 3.477 0.344  -0.055
H 1.539 3.297 -0.266  0.100
H 1.471 5.454 0.912  0.090
H -0.665 6.332 1.802  0.089
H -2.751 5.028 1.448  0.092
H -2.684 2.913 0.199  0.104

=====

C3H7N3 | the ωB97M-V functional and the def2-TZVPD basis

Properties
Gap between HOMO and LUMO, eV: 11.85
Total charge: +2
Relative energy (zero: lowest compared OMol25 entry of this formula, charge and spin), eV: 2.054
Multiplicity: 1

Each line ends with the Löwdin charge.
Geometry (Å):
C -2.055 0.023 0.081  -0.052
C 2.287 0.090 -0.139  -0.120
C -2.089 1.208 0.418  0.150
N 1.248 0.632 -0.030  0.331
N -2.134 -1.160 -0.366  0.295
N 3.276 -0.643 -0.003  0.284
H -2.103 1.660 1.312  0.079
H -2.277 1.969 -0.434  0.190
H 0.880 1.570 0.078  0.149
H -1.387 -1.739 -0.641  0.147
H -3.049 -1.555 -0.213  0.178
H 3.254 -1.499 -0.552  0.183
H 4.150 -0.555 0.486  0.185

=====

C7H13F3OSi | the ωB97M-V functional and the def2-TZVPD basis

Properties
Gap between HOMO and LUMO, eV: 8.40
Multiplicity: 1

Each line ends with the Löwdin charge.
Geometry (Å):
C -0.574 -2.549 -0.046  -0.204
C -3.015 0.195 1.687  -0.206
C -1.043 0.207 -2.090  -0.206
C 2.267 0.004 -0.642  -0.152
C -2.038 1.023 0.879  -0.348
C 1.112 0.380 0.241  -0.306
C 3.588 0.381 -0.013  -0.554
O 0.572 -2.822 -0.022  -0.055
F 3.643 1.710 0.061  0.127
F 3.690 -0.058 1.310  0.079
F 4.772 -0.062 -0.637  0.076
Si -0.731 0.053 -0.230  0.828
H -1.461 -3.246 0.033  0.051
H -3.643 0.780 2.503  0.108
H -3.915 -0.123 0.995  0.097
H -2.597 -0.700 2.002  0.012
H -2.009 0.258 -2.435  -0.015
H -0.527 1.110 -2.324  0.013
H -0.678 -0.774 -2.525  0.053
H 2.194 0.557 -1.637  0.146
H 2.261 -1.184 -0.862  0.166
H -1.513 1.611 1.630  0.055
H -2.578 1.751 0.271  0.062
H 1.063 0.055 1.311  0.092
H 1.160 1.443 0.537  0.081